[1]
{"formula": "C3H8N2O", "method": "the ωB97M-V functional and the def2-TZVPD basis", "elements": ["C", "N", "C", "C", "N", "O", "H", "H", "H", "H", "H", "H", "H", "H"], "xyz": [[-2.34, -0.64, -0.60], [-1.09, -0.95, -0.26], [0.03, -0.21, -0.56], [0.98, 0.28, 0.71], [1.99, 1.43, 0.62], [-3.34, -1.38, -0.70], [-2.35, 0.32, -1.22], [-1.07, -1.79, 0.23], [0.71, -0.88, -1.12], [-0.22, 0.76, -1.15], [1.42, -0.57, 1.24], [0.20, 0.62, 1.46], [2.42, 1.56, 1.59], [2.67, 1.45, -0.24]], "homo_lumo_gap_ev": 10.24, "homo_energy_ev": -9.400, "energy_ha": -303.80179, "smiles": "NCCNC=O"}


[2]
{"formula": "C2AgLiO4", "method": "the ωB97M-V functional and the def2-TZVPD basis", "elements": ["O", "Li", "O", "O", "C", "C", "O", "Ag"], "xyz": [[-0.15, -0.21, 0.38], [-1.28, -1.87, 0.65], [-1.27, 1.48, -0.69], [-2.30, -0.39, 0.04], [-1.35, 0.42, -0.11], [1.15, 0.02, -0.14], [2.06, -0.54, 0.48], [3.13, 1.09, -0.60]], "homo_lumo_gap_ev": [5.07, 7.67], "homo_energy_ev": [-6.243, -10.379], "spin_multiplicity": 3, "energy_ha": -531.58761}


[3]
{"formula": "C35H40N4O11", "method": "the ωB97M-V functional and the def2-TZVPD basis", "elements": ["C", "O", "N", "N", "H", "H", "H", "H", "C", "C", "C", "C", "C", "C", "O", "O", "H", "H", "H", "H", "H", "H", "C", "C", "C", "C", "C", "C", "O", "O", "H", "H", "H", "H", "H", "H", "C", "C", "C", "C", "C", "C", "O", "O", "H", "H", "H", "H", "H", "H", "C", "C", "C", "C", "C", "C", "O", "O", "H", "H", "H", "H", "H", "H", "C", "C", "C", "C", "C", "C", "O", "O", "H", "H", "H", "H", "H", "H", "C", "C", "N", "H", "H", "H", "C", "C", "N", "H", "H", "H"], "xyz": [[19.66, 16.70, -20.10], [19.75, 15.88, -21.05], [19.37, 16.33, -18.85], [19.92, 18.01, -20.30], [19.46, 15.33, -18.77], [19.27, 17.18, -18.31], [20.02, 18.55, -19.46], [20.19, 18.46, -21.16], [14.45, 19.48, -22.33], [15.12, 19.91, -23.49], [16.36, 19.39, -23.76], [16.96, 18.53, -22.86], [16.26, 18.08, -21.75], [14.99, 18.54, -21.48], [14.19, 18.00, -20.50], [17.10, 19.80, -24.86], [13.51, 19.95, -22.07], [14.79, 20.83, -23.95], [18.01, 18.31, -23.01], [16.74, 17.30, -21.16], [14.59, 17.19, -20.17], [17.86, 19.28, -25.13], [20.68, 22.26, -23.15], [20.16, 20.99, -23.42], [20.74, 19.86, -22.88], [21.84, 19.94, -22.05], [22.35, 21.21, -21.74], [21.73, 22.33, -22.23], [22.13, 23.56, -21.78], [20.32, 18.53, -23.10], [20.11, 23.04, -23.62], [19.35, 20.89, -24.13], [22.40, 19.08, -21.71], [23.26, 21.27, -21.17], [21.72, 24.32, -22.18], [20.29, 18.33, -24.04], [20.31, 14.17, -24.28], [20.55, 13.80, -25.58], [19.87, 12.73, -26.18], [18.98, 11.97, -25.46], [18.74, 12.31, -24.11], [19.29, 13.45, -23.60], [18.86, 13.89, -22.39], [20.11, 12.44, -27.50], [20.75, 15.05, -23.83], [21.33, 14.27, -26.17], [18.55, 11.07, -25.88], [18.04, 11.72, -23.53], [19.23, 14.77, -22.15], [20.84, 12.95, -27.86], [17.49, 14.26, -16.68], [18.66, 13.99, -16.00], [18.74, 14.05, -14.62], [17.64, 14.57, -13.94], [16.41, 14.76, -14.53], [16.35, 14.60, -15.93], [15.16, 14.77, -16.57], [19.88, 13.81, -13.88], [17.36, 14.00, -17.72], [19.59, 13.70, -16.48], [17.67, 14.80, -12.88], [15.54, 15.07, -13.98], [15.23, 15.09, -17.47], [19.61, 13.66, -12.97], [24.15, 14.23, -23.95], [23.40, 14.69, -22.88], [23.47, 16.05, -22.62], [24.17, 16.91, -23.43], [24.79, 16.42, -24.60], [24.86, 15.06, -24.82], [25.46, 14.44, -25.87], [22.74, 16.59, -21.59], [24.13, 13.16, -24.14], [22.84, 14.04, -22.23], [24.32, 17.95, -23.20], [25.27, 17.08, -25.31], [25.61, 13.50, -25.78], [21.82, 16.33, -21.45], [22.91, 17.93, -17.69], [22.52, 16.51, -17.82], [22.21, 15.43, -18.05], [23.99, 17.90, -17.78], [22.54, 18.37, -16.77], [22.55, 18.44, -18.58], [21.06, 22.23, -17.40], [20.79, 20.83, -17.72], [20.49, 19.75, -17.95], [20.27, 22.58, -16.74], [21.29, 22.86, -18.26], [21.96, 22.18, -16.78]], "homo_lumo_gap_ev": 7.25, "homo_energy_ev": -7.211, "energy_ha": -2404.31661, "smiles": "Oc1ccc(O)cc1.Oc1ccc(O)cc1.Oc1ccc(O)cc1.Oc1ccc(O)cc1.Oc1ccc(O)cc1.NC(N)=O.CC#N.CC#N"}


[4]
{"formula": "C2H5N2O2", "method": "the ωB97M-V functional and the def2-TZVPD basis", "elements": ["N", "C", "N", "H", "H", "H", "H", "O", "C", "O", "H"], "xyz": [[0.40, -0.65, 0.39], [1.70, -0.41, 0.31], [2.61, -1.12, 0.91], [0.10, -1.26, 1.13], [-0.35, -0.02, -0.01], [2.01, 0.36, -0.40], [3.50, -0.68, 0.72], [-1.25, 0.99, -0.92], [-2.50, 0.93, -0.74], [-3.17, 0.04, -0.22], [-3.04, 1.82, -1.17]], "homo_lumo_gap_ev": 9.01, "homo_energy_ev": -4.802, "charge": -1, "energy_ha": -339.27231}


[5]
{"formula": "C8H16Ag2BBr8F4", "method": "the ωB97M-V functional and the def2-TZVPD basis", "elements": ["Ag", "Ag", "B", "F", "F", "F", "F", "Br", "C", "C", "Br", "H", "H", "H", "H", "Br", "C", "C", "Br", "H", "H", "H", "H", "Br", "C", "C", "Br", "H", "H", "H", "H", "Br", "C", "C", "Br", "H", "H", "H", "H"], "xyz": [[3.97, 0.23, 1.57], [1.49, -1.82, 2.84], [0.43, -0.45, 0.97], [-0.25, -0.58, 2.15], [0.86, -1.77, 0.58], [-0.20, 0.29, 0.03], [1.68, 0.22, 1.22], [-0.78, -0.80, -2.60], [-0.81, -2.77, -2.03], [-2.14, -3.21, -1.51], [-2.11, -5.17, -0.93], [-0.06, -2.86, -1.24], [-0.47, -3.24, -2.95], [-2.87, -3.15, -2.33], [-2.54, -2.72, -0.62], [-1.25, 4.56, 1.20], [0.60, 3.69, 1.29], [1.20, 3.90, 2.65], [2.86, 2.78, 2.49], [1.16, 4.13, 0.46], [0.47, 2.65, 0.98], [0.59, 3.54, 3.48], [1.42, 4.96, 2.81], [-4.41, 0.41, 3.09], [-3.59, 0.35, 1.20], [-3.83, 1.60, 0.37], [-2.65, 1.92, -1.08], [-4.11, -0.42, 0.63], [-2.57, -0.03, 1.31], [-3.81, 2.45, 1.05], [-4.84, 1.56, -0.04], [5.53, -1.93, -1.99], [3.49, -2.03, -1.92], [2.78, -0.73, -2.44], [3.72, 0.75, -1.50], [3.11, -2.13, -0.91], [3.29, -2.86, -2.60], [1.73, -0.64, -2.16], [2.90, -0.69, -3.53]], "homo_lumo_gap_ev": 5.72, "homo_energy_ev": -11.831, "charge": 1, "energy_ha": -21624.66114}


[6]
{"formula": "C7H15N4", "method": "the ωB97M-V functional and the def2-TZVPD basis", "elements": ["C", "C", "C", "C", "C", "C", "C", "N", "N", "N", "N", "H", "H", "H", "H", "H", "H", "H", "H", "H", "H", "H", "H", "H", "H", "H"], "xyz": [[0.60, -0.40, 1.02], [-0.56, -0.04, 1.92], [-1.09, 1.44, 1.72], [0.51, -0.48, -0.34], [-0.29, 0.80, -2.24], [-1.10, -1.50, -1.83], [-0.62, -0.26, -1.22], [-0.01, 2.23, 2.10], [1.01, 2.53, 2.48], [1.79, -0.52, 1.72], [1.72, -0.68, -1.00], [-1.33, -0.77, 1.81], [-0.32, -0.11, 3.01], [-1.26, 1.55, 0.68], [-2.16, 1.51, 2.36], [0.78, 0.91, -2.41], [-0.63, 1.67, -1.86], [-0.87, 0.61, -3.23], [-1.36, -2.12, -0.95], [-0.29, -1.97, -2.32], [-1.97, -1.36, -2.52], [-1.47, 0.29, -0.65], [1.84, -0.62, 2.74], [2.58, -1.00, 1.34], [1.81, -0.90, -1.93], [2.67, -0.79, -0.42]], "homo_lumo_gap_ev": [6.36, 9.37], "homo_energy_ev": [-9.364, -15.399], "spin_multiplicity": 3, "charge": 1, "energy_ha": -494.33330}


no.,strongest force on any atom (hartree/bohr)
1,0.105
2,0.077
3,0.048
4,0.025
5,0.051
6,0.118